This record from OMol25 describes a single C3H5N5O2 molecule. The level of theory is the ωB97M-V functional and the def2-TZVPD basis.

Positions of all 15 atoms, in Å:
H  -2.70600  -0.08671  -2.35232
N  -1.75301  -0.17838  -2.10294
C  -1.13837  0.07018  -1.05697
N  -1.47283  0.61180  0.19642
N  -0.61429  0.70827  1.20686
C  0.61650  0.26408  1.24858
N  1.30317  0.27666  2.47072
C  1.39317  -0.40466  0.11856
O  2.53362  -0.66835  -0.10396
N  0.26123  -0.47321  -0.93380
O  0.62363  -0.97846  -2.16542
H  -2.19855  1.32604  0.27869
H  2.15856  -0.29517  2.50800
H  1.25296  1.12202  3.05894
H  -0.25979  -1.29412  -2.37136

Computed properties:
spin multiplicity	1
energy relative to the best compared isomer or geometry (same formula, charge and spin)	57.1	kcal/mol



This record from OMol25 describes 8 unconnected molecules or ions with the total composition C60H70Cl3N10. The level of theory is the ωB97M-V functional and the def2-TZVPD basis.

Positions of all 143 atoms, in Å:
C  -2.45735  -8.69022  2.07741
N  -1.60773  -7.96275  1.08322
C  -2.13954  -7.36790  0.00032
C  -1.35796  -6.69191  -0.91620
C  0.00846  -6.56170  -0.68797
C  0.55148  -7.16359  0.46557
C  -0.27229  -7.87106  1.29490
C  0.85052  -5.78258  -1.64866
C  2.20497  -5.54112  -1.37146
C  2.92415  -4.78032  -2.24360
N  2.38644  -4.20343  -3.33642
C  1.14167  -4.55975  -3.74968
C  0.36301  -5.33557  -2.86553
C  3.15497  -3.32102  -4.24274
H  -3.20171  -7.93931  2.34665
H  -1.85311  -9.01195  2.91625
H  -3.03767  -9.47721  1.59914
H  -3.20557  -7.51399  -0.12047
H  -1.90649  -6.09157  -1.62767
H  1.57404  -6.98476  0.75892
H  -0.02232  -8.39906  2.20463
H  2.69430  -5.85561  -0.46410
H  3.93757  -4.44622  -2.06507
H  0.78729  -4.12226  -4.67048
H  -0.66239  -5.44231  -3.19155
H  3.45097  -4.02824  -5.01750
H  3.97003  -2.89930  -3.66004
H  2.56893  -2.48392  -4.61196
C  1.22305  -3.79349  4.97814
N  2.24146  -3.38374  5.92946
C  3.00495  -4.31991  6.53574
C  4.11373  -3.96851  7.27478
C  4.34141  -2.63163  7.58450
C  3.39556  -1.67485  7.16812
C  2.36382  -2.09814  6.32746
C  5.56671  -2.24856  8.32741
C  6.44983  -1.32143  7.80841
C  7.73525  -1.20943  8.26694
N  8.15218  -2.01264  9.27038
C  7.31287  -2.92897  9.81926
C  6.01609  -3.08954  9.34926
C  9.53605  -1.92759  9.74245
H  0.28125  -3.82789  5.52906
H  1.55223  -4.67321  4.43268
H  1.07756  -3.04879  4.19458
H  2.90727  -5.33673  6.18072
H  4.82889  -4.69037  7.64213
H  3.45606  -0.68459  7.59678
H  1.72382  -1.34497  5.89205
H  6.09591  -0.71854  6.98234
H  8.50358  -0.51381  7.95877
H  7.74284  -3.51540  10.61886
H  5.40519  -3.86684  9.78568
H  10.16137  -2.47827  9.03813
H  9.59903  -2.51575  10.65686
H  9.90149  -0.92550  9.94739
C  -6.39616  2.58370  -9.25686
N  -5.55800  3.64686  -8.61915
C  -6.15686  4.81521  -8.39488
C  -5.36784  5.82805  -7.86460
C  -4.10691  5.57524  -7.35432
C  -3.55033  4.28290  -7.54090
C  -4.29502  3.34931  -8.24964
C  -3.40469  6.69035  -6.67772
C  -3.94244  7.36833  -5.58369
C  -3.19745  8.32432  -4.92560
N  -1.93577  8.56196  -5.28552
C  -1.32921  7.85175  -6.25978
C  -2.07629  6.95423  -7.03726
C  -1.12677  9.56666  -4.51428
H  -7.32100  2.45352  -8.70139
H  -5.88931  1.62114  -9.23371
H  -6.49949  2.87245  -10.30126
H  -7.13249  4.98305  -8.83065
H  -5.86195  6.78614  -7.75991
H  -2.57535  3.99503  -7.17797
H  -3.93464  2.36323  -8.50025
H  -4.99323  7.28761  -5.33532
H  -3.53931  8.72892  -3.98221
H  -0.26639  8.02698  -6.34227
H  -1.55551  6.39512  -7.80216
H  -0.20035  9.81030  -5.03123
H  -0.94393  9.08142  -3.56063
H  -1.65740  10.51693  -4.53046
C  -0.71247  -3.08205  2.42467
N  -0.93932  -2.01258  1.44972
C  -1.94896  -1.13943  1.64252
C  -2.19774  -0.17118  0.69841
C  -1.54863  -0.08873  -0.53144
C  -0.54507  -1.06469  -0.69299
C  -0.26296  -2.01803  0.27372
C  -1.83553  0.95672  -1.51630
C  -0.86343  1.25672  -2.46190
C  -1.08406  2.26844  -3.37255
N  -2.17859  3.06243  -3.29153
C  -3.08638  2.86602  -2.30123
C  -2.96826  1.76021  -1.47763
C  -2.39279  4.15365  -4.26962
H  -1.24020  -3.93570  1.99087
H  -1.18000  -2.87857  3.38337
H  0.35493  -3.31323  2.45180
H  -2.47176  -1.12976  2.58837
H  -2.97976  0.55301  0.91084
H  -0.01845  -1.16712  -1.63758
H  0.36165  -2.89700  0.19560
H  0.01575  0.62525  -2.48140
H  -0.39696  2.52262  -4.16816
H  -4.01443  3.42266  -2.29995
H  -3.81604  1.57081  -0.83480
H  -2.86007  4.98640  -3.74855
H  -3.12304  3.72295  -4.95408
H  -1.47285  4.45764  -4.75939
C  -4.32449  4.99533  2.12505
N  -3.04601  4.24550  1.88303
C  -2.92813  3.01817  2.38885
C  -1.74794  2.31486  2.33587
C  -0.69943  2.77345  1.53226
C  -0.90021  4.03479  0.96474
C  -2.08886  4.74628  1.08353
C  0.55139  2.01677  1.35147
C  1.37699  2.19085  0.22868
C  2.41029  1.33257  -0.03359
N  2.68490  0.37058  0.87039
C  1.93018  0.08384  1.91612
C  0.86977  0.94149  2.22080
C  3.88602  -0.46178  0.55942
H  -4.48272  5.75441  1.36656
H  -4.29265  5.26827  3.17750
H  -5.17393  4.31229  2.02126
H  -3.77285  2.62219  2.93978
H  -1.68482  1.46788  3.00323
H  -0.15217  4.47724  0.32012
H  -2.23873  5.71428  0.63213
H  1.20986  3.00098  -0.46640
H  3.06617  1.31720  -0.89477
H  2.19000  -0.75169  2.55172
H  0.35193  0.58868  3.10236
H  3.72878  -1.35463  -0.04137
H  4.27243  -0.84759  1.50138
H  4.59079  0.24030  0.12407
Cl  -5.86173  1.36460  0.87789
Cl  2.58890  -3.64054  1.68410
Cl  2.37162  -0.46703  -2.97756

Computed properties:
spin multiplicity	1
total charge	+7
energy relative to the best compared isomer or geometry (same formula, charge and spin)	0.0	kcal/mol



This record from OMol25 describes a single C5H6O2S molecule. The level of theory is the ωB97M-V functional and the def2-TZVPD basis.

Positions of all 14 atoms, in Å:
O  -2.04995  -1.55087  0.25597
C  -1.04120  -0.81779  0.13642
C  -0.35128  0.31133  1.01756
C  1.10338  -0.08812  1.08283
S  1.49717  -0.98104  -0.32317
C  -0.10387  -0.81268  -1.07393
C  -0.22241  0.82232  -1.28590
O  -0.55549  1.31137  0.01279
H  -0.68558  0.57727  2.12069
H  1.33509  -0.72604  2.02202
H  1.66313  0.83250  1.38144
H  -0.46332  -1.40571  -2.01124
H  0.89810  1.14904  -1.30647
H  -1.02377  1.37844  -2.02901

Computed properties:
spin multiplicity	1
energy relative to the best compared isomer or geometry (same formula, charge and spin)	63.4	kcal/mol



This record from OMol25 describes a molecular structure, C6H17F3Hf2NO3. The level of theory is the ωB97M-V functional and the def2-TZVPD basis.

Positions of all 32 atoms, in Å:
Hf  3.00464  -1.41754  -0.90447
Hf  0.22117  -3.03700  2.67078
F  1.34876  -1.78967  0.83061
F  2.17710  -3.75095  -1.10341
F  3.65428  -0.16979  1.02848
C  0.92318  2.88722  -1.35733
C  1.13535  1.87446  -0.24070
C  0.16246  1.79290  0.96833
O  0.27449  3.14559  1.64494
C  -0.64601  3.49785  2.59170
N  1.13129  0.52180  -0.83717
H  0.67866  3.88725  -0.99922
H  0.01395  2.62949  -1.90043
H  1.87944  2.79811  -1.87283
H  2.09415  2.08522  0.23298
H  0.53148  1.11631  1.73914
H  -0.82227  1.43833  0.66390
H  -0.28685  4.31844  3.21277
H  -1.11953  2.65429  3.09396
H  -1.47695  4.00026  2.09651
H  1.16156  0.70601  -1.82977
H  0.17814  0.31005  -0.57878
C  -1.50337  -3.37579  -1.59519
C  -2.18317  -3.23974  -0.23164
O  -1.23392  -2.66109  0.62643
O  -1.26771  -2.01818  -1.92984
H  -2.24687  -3.74874  -2.29962
H  -0.54855  -3.88375  -1.45956
H  -2.52817  -4.18822  0.18000
H  -3.09083  -2.64381  -0.13609
H  -1.12182  -1.81559  0.18577
H  -0.49394  -1.92367  -2.49016

Computed properties:
spin multiplicity	2
energy	-911.0273	Ha
⟨S²⟩	0.755
total charge	+6



This record from OMol25 describes a molecular structure, C3H5NO2. The level of theory is the ωB97M-V functional and the def2-TZVPD basis.

Positions of all 11 atoms, in Å:
O  1.43576  -1.20583  0.66662
C  0.38233  -0.56066  0.27135
C  -0.61411  0.28477  1.09147
O  -0.68580  1.23840  0.00383
C  0.22335  0.55431  -0.77402
N  0.71503  0.79068  -1.89710
H  0.39120  -1.81540  -0.03251
H  -0.48566  -1.51861  -0.34258
H  -1.59044  -0.14585  1.32131
H  -0.13804  0.71110  1.97866
H  0.36637  1.66709  -2.28703

Computed properties:
spin multiplicity	1
energy relative to the best compared isomer or geometry (same formula, charge and spin)	137.7	kcal/mol



This record from OMol25 describes a molecular structure, C35H57N2O2P2V. The level of theory is the ωB97M-V functional and the def2-TZVPD basis.

Positions of all 99 atoms, in Å:
C  -1.72603  1.21406  -2.30273
C  -2.59057  -0.78768  -1.41302
C  -2.87211  1.40032  -3.06687
C  -3.71416  -0.69500  -2.23278
C  -3.86705  0.42563  -3.05192
H  -2.93837  2.29328  -3.68616
H  -4.45074  -1.50224  -2.20597
H  -4.75113  0.52113  -3.67876
N  -1.65624  0.20720  -1.41101
P  1.06861  1.28771  -1.89461
P  -1.62965  -1.50745  1.16270
C  -0.51892  2.11944  -2.39769
H  -0.42851  2.50632  -3.42460
H  -0.66991  2.99972  -1.74927
C  1.55106  -0.19090  0.79227
O  2.55374  -0.22768  1.41546
C  -2.26038  -1.92756  -0.53151
H  -2.99281  -2.73768  -0.53948
C  -1.10161  -3.17117  1.95448
C  -3.19019  -0.86724  2.01825
C  1.66534  0.42033  -3.47828
C  2.18356  2.75403  -1.43525
C  0.43189  -3.26737  1.86855
H  0.92612  -2.44331  2.39986
H  0.74173  -4.21339  2.33909
H  0.79037  -3.27064  0.83346
C  -1.49317  -3.22559  3.43646
H  -1.06296  -2.39070  4.00280
H  -2.57862  -3.24882  3.58591
H  -1.08828  -4.15562  3.86425
C  -1.70830  -4.37144  1.21665
H  -1.39008  -5.28589  1.74093
H  -2.80391  -4.36881  1.21189
H  -1.34980  -4.43873  0.18315
C  -2.78619  -0.35011  3.41522
H  -1.76230  0.05359  3.40750
H  -3.45508  0.47351  3.70671
H  -2.86502  -1.12102  4.19033
C  -3.71853  0.32907  1.21507
H  -2.92003  1.06500  1.05493
H  -4.13025  0.03001  0.24536
H  -4.52563  0.81184  1.78641
C  -4.26740  -1.97585  2.07580
H  -4.04242  -2.86140  1.46728
H  -4.44946  -2.30338  3.10820
H  -5.21840  -1.57248  1.69699
C  3.57326  2.23283  -1.03371
H  4.12281  3.05944  -0.55855
H  3.51548  1.41026  -0.30750
H  4.16461  1.90957  -1.89862
C  1.56374  3.45333  -0.21913
H  0.62406  3.96441  -0.46166
H  1.37289  2.76202  0.61177
H  2.26523  4.22161  0.14017
C  2.30507  3.78893  -2.56669
H  2.63427  4.74223  -2.12655
H  3.06058  3.51333  -3.31091
H  1.35106  3.98090  -3.07587
C  0.61500  -0.59874  -3.94979
H  0.88218  -0.93162  -4.96457
H  0.60477  -1.48443  -3.30770
H  -0.39738  -0.17829  -3.98822
C  2.96025  -0.33520  -3.13683
H  2.82335  -0.99134  -2.26478
H  3.23431  -0.96651  -3.99518
H  3.80245  0.33775  -2.93995
C  1.89826  1.40892  -4.63001
H  1.01216  2.02332  -4.83820
H  2.76202  2.06065  -4.46383
H  2.11032  0.82408  -5.53828
V  0.03912  -0.19010  -0.20917
N  0.30508  -1.85175  -1.09574
C  -0.65083  -2.62757  -1.33446
C  -0.80068  -3.80322  -2.17961
C  0.37458  -4.51743  -2.45726
C  -2.03085  -4.19882  -2.74397
C  0.31499  -5.66436  -3.24474
H  1.31450  -4.14875  -2.03062
C  -2.07168  -5.33882  -3.54937
H  -2.92756  -3.60235  -2.56025
C  -0.90633  -6.07556  -3.78918
H  1.22816  -6.22864  -3.42666
H  -3.02191  -5.64539  -3.98593
H  -0.95039  -6.96986  -4.40523
C  -2.47621  3.53460  2.43258
C  -1.19723  3.19866  1.70534
O  -0.71389  1.87459  2.01652
C  0.33067  1.81138  2.99970
C  0.00499  2.51746  4.29834
H  -2.31433  3.58877  3.51424
H  -3.27179  2.81251  2.22264
H  -2.81682  4.51831  2.09524
H  -1.36137  3.19915  0.61604
H  -0.41848  3.94290  1.93749
H  0.50431  0.74027  3.17316
H  1.25848  2.22111  2.56956
H  -0.93699  2.16273  4.73298
H  0.80553  2.29966  5.01255
H  -0.03194  3.60452  4.16649

Computed properties:
spin multiplicity	4
⟨S²⟩	3.778
total charge	+1
energy relative to the best compared isomer or geometry (same formula, charge and spin)	0.0	kcal/mol



This record from OMol25 describes 2 unconnected molecules or ions with the total composition CH7PSi. The level of theory is the ωB97M-V functional and the def2-TZVPD basis.

Positions of all 10 atoms, in Å:
Si  2.21045  -0.26616  0.20724
H  0.96643  -0.38201  0.95798
H  2.41209  -1.09848  -0.99914
H  2.06221  1.27207  -0.14008
H  3.28048  -0.56310  1.18291
C  -2.19214  0.67186  -0.53181
P  -2.67017  -0.12744  0.84314
H  -1.62223  0.21530  -1.35492
H  -2.17811  1.70279  -0.57158
H  -2.26900  -1.42485  0.40629

Computed properties:
spin multiplicity	1
energy relative to the best compared isomer or geometry (same formula, charge and spin)	48.4	kcal/mol